No. 1
Entry from the Open Molecules 2025 dataset: the molecule CH2IOP (ωB97M-V with the def2-TZVPD basis set).

```
! wB97M-V def2-TZVPD RIJCOSX def2/J DEFGRID3
* xyz 0 1
C 0.915 0.390 0.112
O -1.700 -1.869 -0.802
P -1.253 -1.375 0.428
I -0.890 1.394 0.052
H 1.359 0.606 -0.792
H 1.568 0.855 1.002
*
```

The LUMO energy (spin up / spin down) is -0.666 / -0.666 eV. The value obtained for the highest occupied orbital energy (spin up / spin down) is -8.16 / -8.15 eV. For the HOMO-LUMO gap (spin up / spin down), the calculation gives 7.49 / 7.49 eV. As for the energy above the lowest of the compared OMol25 structures with the same formula, charge and spin: 55.93 kcal per mole.


No. 2
Entry from the Open Molecules 2025 dataset: the ion C19H31N4O3S with charge +1 (ωB97M-V with the def2-TZVPD basis set).

```
! wB97M-V def2-TZVPD RIJCOSX def2/J DEFGRID3
* xyz 1 1
C 6.216 2.509 -1.442
H 5.705 3.073 -0.665
H 7.243 2.860 -1.504
H 5.728 2.706 -2.394
C 6.184 1.019 -1.120
C 6.794 0.724 0.251
C 6.920 -0.789 0.465
H 6.947 -1.001 1.533
C 5.728 -1.517 -0.175
N 4.560 -0.662 -0.267
S 3.746 -0.390 1.159
O 3.799 0.978 1.592
O 4.067 -1.428 2.089
C 2.052 -0.689 0.615
C 1.745 -1.887 -0.004
C 0.438 -2.154 -0.363
C -0.563 -1.221 -0.092
C -0.247 -0.015 0.522
C 1.068 0.243 0.874
H 1.345 1.166 1.358
H -1.014 0.710 0.732
N -1.879 -1.572 -0.465
C -3.032 -0.951 -0.209
O -3.124 0.111 0.414
C -4.261 -1.696 -0.756
N -5.556 -1.168 -0.440
C -6.166 -0.155 -1.252
C -5.855 1.283 -0.761
N -5.454 1.228 0.659
C -6.320 0.293 1.399
C -5.990 -1.142 0.942
H -5.205 -1.563 1.571
H -6.886 -1.766 1.059
H -7.365 0.543 1.199
H -6.139 0.398 2.468
C -5.377 2.556 1.270
H -4.724 3.195 0.678
H -4.968 2.478 2.275
H -6.366 3.010 1.321
H -6.736 1.919 -0.869
H -5.033 1.726 -1.326
H -5.845 -0.271 -2.286
H -7.248 -0.321 -1.223
H -4.464 0.778 0.643
H -4.171 -1.742 -1.845
H -4.215 -2.727 -0.382
H -1.934 -2.452 -0.966
H 0.189 -3.088 -0.845
H 2.532 -2.599 -0.191
C 4.734 0.502 -1.115
H 4.070 1.275 -0.722
H 4.408 0.244 -2.129
H 5.442 -2.384 0.419
H 5.962 -1.844 -1.192
H 7.845 -1.159 0.019
H 6.144 1.153 1.017
H 7.773 1.194 0.338
H 6.756 0.480 -1.883
*
```

The LUMO energy is -2.301 eV. The value obtained for the highest occupied orbital energy is -11.02 eV. For the HOMO-LUMO gap, the calculation gives 8.72 eV. As for the energy above the lowest of the compared OMol25 structures with the same formula, charge and spin: 0.00 kcal per mole. The SMILES is C[C@H]1CCCN(S(=O)(=O)c2ccc(NC(=O)CN3CC[NH+](C)CC3)cc2)C1.


No. 3
Entry from the Open Molecules 2025 dataset: a structure of composition C2H5NO2S (ωB97M-V with the def2-TZVPD basis set).

```
! wB97M-V def2-TZVPD RIJCOSX def2/J DEFGRID3
* xyz 0 1
C 1.029 -0.925 -0.094
C 0.899 0.488 0.483
N -0.776 -1.444 -0.024
O -0.493 0.906 0.610
O -2.275 0.530 -1.079
S -1.704 -0.292 0.223
H 1.387 -1.012 -1.123
H 1.355 -1.627 0.677
H 1.304 0.691 1.488
H 1.326 1.234 -0.199
H -2.052 1.451 -0.963
*
```

The LUMO energy is 0.566 eV. The value obtained for the highest occupied orbital energy is -9.65 eV. For the HOMO-LUMO gap, the calculation gives 10.22 eV. As for the energy above the lowest of the compared OMol25 structures with the same formula, charge and spin: 85.86 kcal per mole.


No. 4
Entry from the Open Molecules 2025 dataset: the molecule C5H14N2 (ωB97M-V with the def2-TZVPD basis set).

```
! wB97M-V def2-TZVPD RIJCOSX def2/J DEFGRID3
* xyz 0 1
N -1.008 -0.585 -1.024
C 0.198 -0.279 -0.274
C 0.050 0.989 0.573
C -1.246 1.053 1.419
C -1.091 0.175 2.660
C 1.406 -0.030 -1.230
N 1.659 -1.146 -2.148
H -1.088 -1.539 -1.311
H -1.046 0.028 -1.821
H 0.450 -1.124 0.374
H 0.920 1.130 1.218
H 0.111 1.881 -0.067
H -2.107 0.902 0.773
H -1.339 2.080 1.780
H -0.934 -0.885 2.470
H -0.196 0.494 3.204
H -1.901 0.343 3.372
H 1.067 0.839 -1.804
H 2.277 0.288 -0.652
H 2.656 -1.243 -2.264
H 1.405 -2.016 -1.682
*
```

The LUMO energy is 1.080 eV. The value obtained for the highest occupied orbital energy is -9.01 eV. For the HOMO-LUMO gap, the calculation gives 10.09 eV. As for the energy above the lowest of the compared OMol25 structures with the same formula, charge and spin: 12.52 kcal per mole. The SMILES is CCC[C@@H](N)CN.


No. 5
Entry from the Open Molecules 2025 dataset: a cluster of 4 separate species, C2H11NO4 in total (ωB97M-V with the def2-TZVPD basis set).

```
! wB97M-V def2-TZVPD RIJCOSX def2/J DEFGRID3
* xyz 0 1
C 1.069 -0.268 -1.861
N 0.870 0.319 -0.662
C 1.333 1.650 -0.313
O 0.545 -1.323 -2.185
H 1.729 0.317 -2.513
H 0.332 -0.216 0.001
H 0.656 2.044 0.441
H 2.305 1.645 0.193
H 1.346 2.367 -1.141
H -1.820 -0.717 0.651
H -2.601 -0.033 1.769
O -1.825 0.082 1.214
H -2.328 -2.547 -1.272
H -0.971 -1.723 -1.525
O -1.796 -1.803 -0.996
H -0.323 0.080 2.396
H 1.152 -0.060 2.689
O 0.327 0.184 3.115
*
```

The LUMO energy is 0.726 eV. The value obtained for the highest occupied orbital energy is -10.27 eV. For the HOMO-LUMO gap, the calculation gives 11.00 eV. As for the energy above the lowest of the compared OMol25 structures with the same formula, charge and spin: 14.98 kcal per mole. The SMILES is CNC=O.O.O.O.


Number 1: calculated total energy -753.48362 Ha. Number 2: calculated total energy -1585.31038 Ha. Number 3: calculated total energy -682.50276 Ha. Number 4: calculated total energy -308.40311 Ha. Number 5: calculated total energy -438.53363 Ha.